Formula: C21H28BrNO9SbSn
Source: the Open Molecules 2025 dataset
Level of theory: ωB97M-V/def2-TZVPD

Properties
- Electronic energy: -124557.184 eV
- Relative energy (zero: lowest compared OMol25 entry of this formula, charge and spin): 0.0 kJ/mol
- Multiplicity: 1
- Orbital gap: 8.865 eV
- HOMO: -11.57 eV
- Charge: +1

XYZ file:
```
62
Properties=species:S:1:pos:R:3:nbo_charge:R:1
Sn 2.075 -2.937 0.631 1.52
O 5.950 -0.556 1.897 -0.65
C 4.830 -0.977 1.321 0.79
O 3.722 -0.777 1.753 -0.61
C 5.125 -1.773 0.077 -0.19
O 3.921 -1.957 -0.644 -0.57
C 4.100 -2.850 -1.765 -0.20
C 3.780 -4.304 -1.397 0.76
O 4.087 -5.178 -2.161 -0.57
O 3.165 -4.458 -0.246 -0.90
H 5.728 -0.099 2.723 0.51
H 5.563 -2.732 0.381 0.23
H 5.860 -1.240 -0.530 0.23
H 5.118 -2.784 -2.143 0.22
H 3.409 -2.528 -2.539 0.24
C -1.745 1.175 4.540 -0.62
C -0.497 1.687 3.826 -0.79
Sb 0.392 0.241 2.504 1.33
C 1.502 1.661 1.347 -0.76
C 0.738 2.681 0.516 -0.61
C -3.229 3.193 0.861 -0.06
C -2.657 3.980 -0.290 -0.65
H -2.113 1.905 5.263 0.23
H -1.549 0.250 5.084 0.22
H -2.558 0.975 3.840 0.19
H 0.294 1.897 4.552 0.23
H -0.687 2.613 3.286 0.22
H 2.164 1.064 0.727 0.25
H 2.114 2.161 2.106 0.22
H 0.098 2.188 -0.218 0.20
H 1.432 3.316 -0.036 0.23
H 0.119 3.328 1.136 0.20
H -3.379 3.805 1.746 0.22
H -4.167 2.704 0.610 0.19
H -3.377 4.744 -0.584 0.24
H -2.467 3.343 -1.153 0.22
H -1.731 4.475 -0.002 0.23
Br -2.728 1.888 -3.718 0.06
C -1.960 0.168 -3.498 -0.11
C -2.424 -0.885 -4.273 -0.22
C -1.864 -2.143 -4.106 -0.19
C -0.862 -2.348 -3.169 -0.16
C -0.419 -1.285 -2.391 -0.18
C -0.961 -0.014 -2.561 -0.18
C 0.588 -1.499 -1.305 0.80
O 1.161 -2.652 -1.276 -0.85
O 0.799 -0.621 -0.462 -0.72
H -3.207 -0.720 -5.001 0.24
H -2.215 -2.967 -4.712 0.24
H -0.426 -3.326 -3.024 0.25
H -0.591 0.809 -1.964 0.23
O -2.264 2.182 1.305 -0.44
C -2.345 0.958 0.918 0.74
C -3.426 0.383 0.050 -0.53
C -3.059 -1.096 -0.017 -0.52
C -1.804 -1.212 0.818 0.73
O -1.198 -2.197 1.111 -0.52
N -1.440 0.093 1.294 -0.66
H -3.415 0.882 -0.923 0.27
H -4.403 0.559 0.501 0.26
H -2.847 -1.444 -1.027 0.27
H -3.821 -1.748 0.407 0.27
```